No. 1
{
  "formula": "C3H5NO2",
  "method": "ωB97M-V/def2-TZVPD",
  "species": ["N", "C", "C", "O", "C", "O", "H", "H", "H", "H", "H"],
  "positions_angstrom": [[-2.458, -1.073, -1.088], [-1.696, -0.432, -0.502], [-0.620, 0.262, 0.220], [-0.643, 1.636, -0.039], [0.685, -0.366, -0.232], [1.763, 0.321, 0.381], [-0.729, 0.052, 1.299], [0.221, 1.966, 0.256], [0.823, -0.451, -1.309], [0.730, -1.394, 0.193], [1.925, -0.522, 0.822]],
  "homo_lumo_gap_ev": 11.3863,
  "smiles": "N#C[C@H](O)CO",
  "relative_energy_ev": 2.198
}

***

No. 2
{
  "formula": "C6H16N",
  "method": "ωB97M-V/def2-TZVPD",
  "species": ["C", "C", "C", "C", "C", "C", "N", "H", "H", "H", "H", "H", "H", "H", "H", "H", "H", "H", "H", "H", "H", "H", "H"],
  "positions_angstrom": [[-2.152, 0.142, 0.113], [-1.001, 0.651, 0.978], [-0.622, -0.332, 2.080], [0.227, 1.035, 0.101], [0.708, -0.148, -0.696], [0.620, -0.213, -2.217], [2.182, -0.498, -0.306], [-2.106, -0.927, -0.141], [-3.090, 0.186, 0.653], [-2.205, 0.702, -0.822], [-1.305, 1.581, 1.465], [-1.505, -0.480, 2.720], [0.237, -0.011, 2.666], [-0.442, -1.342, 1.703], [0.969, 1.307, 0.868], [-0.016, 1.974, -0.397], [0.200, -1.052, -0.350], [-0.389, -0.510, -2.480], [1.286, -0.983, -2.597], [0.926, 0.729, -2.670], [2.263, -1.513, -0.247], [2.413, -0.135, 0.618], [2.802, -0.163, -1.042]],
  "homo_lumo_gap_ev": 11.5203,
  "total_charge": 1,
  "smiles": "CC(C)C[C@@H](C)[NH3+]",
  "relative_energy_ev": 0.352
}

***

No. 3
{
  "formula": "CH4FNS2",
  "method": "ωB97M-V/def2-TZVPD",
  "species": ["C", "N", "S", "S", "H", "H", "H", "F", "H"],
  "positions_angstrom": [[0.673, 0.037, 0.038], [0.209, 1.456, 0.087], [1.446, 2.514, 0.110], [-1.358, 1.626, 0.479], [0.819, -0.459, 0.956], [-0.125, -0.465, -0.436], [1.735, 0.176, -0.427], [-1.436, -2.751, -0.228], [-1.964, -2.135, -0.579]],
  "homo_lumo_gap_ev": 7.1348,
  "smiles": "C[N+](=S)[S-].F",
  "relative_energy_ev": 1.181
}

***

No. 4
{
  "formula": "C3H4N2O",
  "method": "ωB97M-V/def2-TZVPD",
  "species": ["O", "C", "C", "C", "N", "N", "H", "H", "H", "H"],
  "positions_angstrom": [[-1.950, 0.022, 0.111], [-0.475, 0.053, 0.167], [0.564, 0.924, 0.396], [1.622, 0.063, 0.017], [1.201, -1.139, -0.398], [-0.131, -1.129, -0.298], [-2.346, -0.057, 1.001], [0.584, 1.942, 0.754], [2.684, 0.280, 0.030], [-1.828, -0.933, -0.298]],
  "homo_lumo_gap_ev": 8.6032,
  "relative_energy_ev": 4.221
}

***

No. 5
{
  "formula": "C4H6N2O",
  "method": "ωB97M-V/def2-TZVPD",
  "species": ["C", "C", "C", "O", "N", "C", "N", "H", "H", "H", "H", "H", "H"],
  "positions_angstrom": [[-1.643, 0.014, 1.477], [-0.641, 0.092, 0.340], [-0.976, 0.612, -0.919], [0.159, 0.711, -1.668], [1.210, 0.071, -0.991], [0.690, -0.301, 0.115], [1.356, -1.083, 1.008], [-1.223, 0.733, 2.250], [-1.639, -0.938, 1.998], [-2.644, 0.368, 1.343], [-1.746, 1.149, -1.397], [2.396, -1.445, 0.955], [1.038, -0.970, 1.989]],
  "homo_lumo_gap_ev": 9.6722,
  "smiles": "Cc1conc1N",
  "relative_energy_ev": 2.655
}

***

No. 6
{
  "formula": "C16H14BeCl2F4N3",
  "method": "ωB97M-V/def2-TZVPD",
  "species": ["Be", "C", "N", "C", "C", "C", "N", "C", "C", "F", "C", "F", "C", "C", "F", "C", "F", "H", "H", "H", "H", "H", "H", "H", "H", "H", "H", "H", "Cl", "C", "C", "C", "C", "C", "Cl", "C", "N", "H", "H", "H"],
  "positions_angstrom": [[0.153, -0.544, -0.315], [-0.952, 1.128, -3.063], [1.077, 1.246, -1.808], [-0.137, 2.185, 0.467], [2.266, 1.261, -0.962], [2.697, -0.159, -0.604], [1.655, -0.857, 0.157], [2.022, -1.586, 1.246], [1.183, -1.667, 2.376], [0.038, -0.973, 2.377], [1.517, -2.398, 3.493], [0.671, -2.397, 4.541], [2.702, -3.103, 3.587], [3.534, -3.048, 2.489], [4.691, -3.743, 2.501], [3.212, -2.332, 1.355], [4.048, -2.429, 0.297], [-1.775, 1.813, -3.248], [-0.106, 1.241, -3.726], [-1.266, 0.103, -2.897], [-0.698, 2.964, -1.644], [-0.952, 1.579, 0.868], [0.763, 1.669, 0.797], [3.069, 1.676, -1.589], [2.213, 1.908, -0.088], [2.908, -0.686, -1.541], [3.630, -0.104, -0.041], [2.960, -3.667, 4.469], [-4.067, -2.047, -0.343], [-3.730, -0.367, -0.550], [-4.787, 0.506, -0.681], [-4.590, 1.884, -0.891], [-3.295, 2.360, -0.977], [-2.279, 1.437, -0.868], [-0.427, 1.720, -1.281], [-2.351, 0.054, -0.617], [-1.284, -0.720, -0.601], [-5.793, 0.110, -0.621], [-5.430, 2.563, -0.972], [-3.086, 3.419, -1.091]],
  "homo_lumo_gap_ev": 6.4054,
  "total_charge": -1,
  "relative_energy_ev": 0.793
}

***

| no. | total energy (Eh) |
| --- | --- |
| 1 | -322.493570 |
| 2 | -292.711302 |
| 3 | -991.405107 |
| 4 | -301.332115 |
| 5 | -340.697351 |
| 6 | -2116.573833 |